--- P ---
{"formula": "C25H50B7F28N6O4", "method": "wB97M-V/def2-TZVPD", "total_charge": -1, "homo_energy_ev": -6.87, "gap_ev": 4.2, "species": ["C", "C", "O", "N", "H", "H", "C", "H", "H", "H", "H", "H", "H", "C", "C", "O", "N", "H", "H", "C", "H", "H", "H", "H", "H", "H", "C", "C", "O", "N", "H", "H", "C", "H", "H", "H", "H", "H", "H", "C", "N", "C", "C", "C", "C", "C", "C", "C", "C", "N", "C", "C", "C", "H", "H", "H", "H", "H", "H", "H", "H", "H", "H", "H", "H", "H", "H", "C", "C", "C", "O", "C", "N", "H", "H", "H", "H", "H", "H", "H", "H", "H", "H", "H", "H", "B", "F", "F", "F", "F", "B", "F", "F", "F", "F", "B", "F", "F", "F", "F", "B", "F", "F", "F", "F", "B", "F", "F", "F", "F", "B", "F", "F", "F", "F", "B", "F", "F", "F", "F"], "xyz": [[4.46, 6.02, 11.14], [3.93, 6.46, 12.50], [3.25, 7.43, 12.65], [4.17, 5.55, 13.65], [3.21, 5.38, 14.01], [4.46, 4.59, 13.35], [5.01, 6.21, 14.72], [4.05, 6.71, 10.41], [4.12, 5.01, 10.90], [5.55, 5.98, 11.13], [4.40, 7.03, 15.08], [6.00, 6.49, 14.35], [5.21, 5.47, 15.48], [-1.33, 6.39, 11.71], [-1.31, 7.64, 10.86], [-1.73, 8.73, 11.11], [-0.63, 7.52, 9.52], [-0.81, 6.58, 9.14], [-1.09, 8.17, 8.88], [0.87, 7.76, 9.47], [-1.54, 6.64, 12.74], [-0.34, 5.93, 11.70], [-2.08, 5.72, 11.29], [1.13, 7.50, 8.45], [1.38, 7.05, 10.13], [1.08, 8.78, 9.74], [4.52, 10.10, 12.88], [3.19, 10.80, 12.94], [2.39, 10.81, 13.80], [2.92, 11.64, 11.68], [3.63, 12.36, 11.49], [2.94, 11.04, 10.85], [1.60, 12.35, 11.70], [5.32, 10.78, 12.60], [4.49, 9.37, 12.07], [4.59, 9.57, 13.82], [1.45, 12.94, 12.60], [0.76, 11.65, 11.77], [1.46, 12.86, 10.75], [12.79, 10.60, 23.93], [11.81, 10.44, 22.85], [12.20, 10.71, 21.60], [11.26, 10.87, 20.59], [9.93, 10.57, 20.85], [9.56, 10.13, 22.13], [10.51, 10.14, 23.11], [8.90, 10.71, 19.82], [7.58, 11.07, 20.08], [6.62, 11.14, 19.08], [6.92, 10.64, 17.88], [8.18, 10.29, 17.55], [9.19, 10.34, 18.50], [5.88, 10.34, 16.89], [13.78, 10.29, 23.61], [12.41, 10.11, 24.82], [12.83, 11.65, 24.22], [13.22, 11.01, 21.43], [11.54, 11.24, 19.61], [8.54, 9.94, 22.42], [10.39, 9.95, 24.17], [7.25, 11.42, 21.04], [5.59, 11.39, 19.24], [8.39, 9.86, 16.57], [10.15, 9.94, 18.22], [5.96, 11.07, 16.09], [4.87, 10.29, 17.31], [6.09, 9.30, 16.62], [5.34, 7.60, 6.16], [4.12, 6.89, 6.68], [3.02, 6.93, 5.60], [1.88, 6.25, 6.08], [0.85, 6.15, 5.11], [4.41, 5.45, 7.08], [3.55, 5.07, 7.49], [4.61, 4.93, 6.22], [5.32, 5.43, 7.57], [6.15, 7.39, 6.86], [5.23, 8.68, 6.14], [5.60, 7.24, 5.17], [3.86, 7.25, 7.67], [3.42, 6.45, 4.70], [2.73, 7.96, 5.36], [0.59, 7.07, 4.58], [0.01, 5.75, 5.67], [1.20, 5.44, 4.35], [4.79, 6.84, 18.45], [4.54, 6.18, 19.65], [5.16, 8.17, 18.80], [5.81, 6.32, 17.66], [3.63, 6.89, 17.66], [6.16, 2.83, 12.83], [4.84, 2.98, 13.33], [6.11, 3.14, 11.46], [7.02, 3.77, 13.46], [6.57, 1.50, 13.00], [7.58, 5.08, 8.41], [6.67, 6.06, 8.89], [6.91, 3.92, 8.01], [8.26, 5.63, 7.30], [8.49, 4.77, 9.42], [1.53, 4.24, 9.67], [2.46, 5.12, 9.10], [1.66, 2.96, 9.17], [1.73, 4.13, 11.05], [0.25, 4.78, 9.38], [0.99, 4.91, 14.91], [1.57, 4.66, 13.64], [1.99, 5.51, 15.71], [-0.09, 5.77, 14.82], [0.70, 3.65, 15.47], [4.38, 9.88, 9.37], [4.72, 8.68, 9.91], [4.91, 10.97, 10.15], [4.84, 9.98, 8.07], [2.97, 10.07, 9.50], [7.98, 9.54, 13.78], [7.35, 9.13, 12.62], [7.83, 8.63, 14.86], [9.33, 9.83, 13.53], [7.31, 10.73, 14.17]]}

--- Q ---
{"formula": "C25H50B7F28N6O4", "method": "wB97M-V/def2-TZVPD", "total_charge": -1, "homo_energy_ev": -6.01, "gap_ev": 4.9, "species": ["C", "C", "O", "N", "H", "H", "C", "H", "H", "H", "H", "H", "H", "C", "C", "O", "N", "H", "H", "C", "H", "H", "H", "H", "H", "H", "C", "C", "O", "N", "H", "H", "C", "H", "H", "H", "H", "H", "H", "C", "N", "C", "C", "C", "C", "C", "C", "C", "C", "N", "C", "C", "C", "H", "H", "H", "H", "H", "H", "H", "H", "H", "H", "H", "H", "H", "H", "C", "C", "C", "O", "C", "N", "H", "H", "H", "H", "H", "H", "H", "H", "H", "H", "H", "H", "B", "F", "F", "F", "F", "B", "F", "F", "F", "F", "B", "F", "F", "F", "F", "B", "F", "F", "F", "F", "B", "F", "F", "F", "F", "B", "F", "F", "F", "F", "B", "F", "F", "F", "F"], "xyz": [[1.23, -1.46, 1.70], [2.22, -2.58, 2.00], [2.75, -3.21, 1.16], [2.56, -2.62, 3.49], [3.24, -1.88, 3.68], [1.81, -2.30, 4.10], [3.27, -3.86, 4.05], [0.30, -1.41, 2.26], [0.86, -1.67, 0.70], [1.76, -0.51, 1.67], [3.87, -4.33, 3.27], [2.53, -4.60, 4.35], [3.81, -3.48, 4.92], [-1.23, -1.83, -6.16], [-0.58, -3.13, -6.48], [-1.08, -4.20, -6.31], [0.67, -2.99, -7.33], [0.60, -3.77, -7.99], [0.64, -2.20, -7.97], [1.89, -3.26, -6.47], [-0.63, -0.97, -5.86], [-2.22, -1.99, -5.75], [-1.40, -1.37, -7.15], [1.85, -4.20, -5.93], [1.85, -2.45, -5.73], [2.78, -3.24, -7.09], [7.08, 0.67, 0.17], [5.83, 0.56, 0.99], [4.92, -0.12, 0.69], [5.78, 1.51, 2.19], [5.90, 0.86, 2.96], [6.51, 2.22, 2.14], [4.42, 2.20, 2.27], [7.97, 0.35, 0.72], [7.25, 1.70, -0.14], [6.92, 0.09, -0.74], [4.04, 2.54, 1.31], [4.63, 3.06, 2.90], [3.65, 1.56, 2.69], [-1.26, 0.30, 7.45], [-2.23, -0.05, 6.40], [-2.16, 0.46, 5.16], [-3.10, 0.16, 4.21], [-4.23, -0.58, 4.55], [-4.42, -0.96, 5.86], [-3.32, -0.78, 6.71], [-5.26, -0.80, 3.51], [-5.65, 0.20, 2.63], [-6.40, -0.04, 1.49], [-6.86, -1.27, 1.27], [-6.62, -2.26, 2.18], [-5.90, -2.06, 3.32], [-7.55, -1.51, 0.01], [-1.08, -0.61, 8.01], [-1.74, 1.04, 8.08], [-0.37, 0.74, 7.00], [-1.37, 1.17, 4.98], [-2.90, 0.35, 3.16], [-5.23, -1.55, 6.24], [-3.41, -1.11, 7.73], [-5.46, 1.25, 2.86], [-6.74, 0.76, 0.85], [-7.11, -3.19, 1.93], [-5.68, -2.74, 4.13], [-8.09, -0.63, -0.32], [-8.20, -2.38, 0.10], [-6.77, -1.82, -0.70], [1.61, 1.23, -3.89], [1.59, 1.42, -2.39], [0.25, 1.23, -1.72], [0.37, 1.14, -0.33], [-0.91, 0.97, 0.29], [2.57, 0.37, -1.86], [2.74, 0.54, -0.87], [2.40, -0.62, -2.02], [3.47, 0.64, -2.25], [2.53, 1.33, -4.46], [1.00, 2.01, -4.34], [1.28, 0.21, -4.10], [2.02, 2.38, -2.11], [-0.22, 0.32, -2.12], [-0.36, 2.08, -2.03], [-1.59, 1.77, 0.00], [-0.78, 1.23, 1.35], [-1.39, 0.01, 0.11], [0.81, 5.32, -4.37], [-0.41, 5.68, -4.94], [0.58, 4.15, -3.59], [1.76, 5.01, -5.34], [1.27, 6.39, -3.59], [1.25, 3.64, 2.92], [2.02, 4.25, 1.95], [-0.02, 4.20, 2.89], [1.21, 2.22, 2.81], [1.85, 3.96, 4.18], [-3.27, 3.47, 3.45], [-3.13, 2.47, 2.45], [-4.48, 3.16, 4.14], [-2.13, 3.35, 4.27], [-3.23, 4.77, 2.98], [-3.25, -1.92, 0.07], [-3.95, -0.71, 0.24], [-4.21, -2.94, 0.25], [-2.81, -2.00, -1.25], [-2.26, -2.04, 1.07], [-2.15, 1.67, -5.42], [-3.20, 0.84, -5.81], [-2.32, 2.97, -5.95], [-2.16, 1.71, -4.04], [-0.84, 1.25, -5.84], [5.77, 1.07, -3.04], [5.49, 1.96, -1.98], [5.67, -0.24, -2.49], [4.88, 1.24, -4.08], [7.04, 1.21, -3.63], [1.72, -2.83, -2.71], [0.80, -1.90, -2.24], [2.73, -2.18, -3.43], [2.24, -3.58, -1.65], [1.00, -3.67, -3.59]]}

Computed stability ranking, most favorable first: P, Q

--- P ---
{"formula": "C2H9N2S", "method": "wB97M-V/def2-TZVPD", "total_charge": 1, "homo_energy_ev": -14.04, "gap_ev": 10.3, "species": ["C", "C", "N", "N", "S", "H", "H", "H", "H", "H", "H", "H", "H", "H"], "xyz": [[-2.21, 0.28, 0.46], [0.18, -0.59, -0.42], [1.30, 0.92, 0.52], [1.16, -1.40, -0.86], [-1.12, -1.15, 0.50], [-1.90, 1.05, 1.17], [-3.27, -0.15, 0.61], [-2.05, 0.73, -0.50], [-0.03, 0.21, -1.14], [1.98, 0.76, -0.27], [1.67, 0.73, 1.36], [1.91, -0.92, -1.33], [0.90, 1.81, 0.41], [1.48, -2.28, -0.51]]}

--- Q ---
{"formula": "C2H9N2S", "method": "wB97M-V/def2-TZVPD", "total_charge": 1, "homo_energy_ev": -13.85, "gap_ev": 10.5, "species": ["C", "N", "C", "N", "H", "H", "H", "H", "H", "H", "H", "S", "H", "H"], "xyz": [[-1.81, -0.94, -0.81], [-0.92, -0.39, 0.20], [-1.25, -0.03, 1.40], [-0.42, 0.48, 2.29], [-1.69, -2.02, -0.88], [-1.55, -0.52, -1.78], [-2.84, -0.76, -0.54], [0.05, -0.17, -0.08], [-2.27, -0.20, 1.71], [0.53, 0.71, 2.05], [-0.81, 0.85, 3.14], [2.05, 0.49, -1.34], [1.53, -0.05, -2.46], [2.55, -0.69, -0.93]]}

Computed stability ranking, most favorable first: Q, P

--- P ---
{"formula": "C17H19NO4", "method": "wB97M-V/def2-TZVPD", "homo_energy_ev": -9.44, "smiles": "O=CN1CC[C@]23CC(=O)CC[C@H]2[C@H]1C[C@@H]1C(=O)C=CC(=O)[C@H]13", "gap_ev": 8.3, "species": ["O", "O", "O", "O", "C", "C", "C", "C", "C", "C", "N", "C", "C", "C", "C", "C", "C", "C", "C", "C", "C", "C", "H", "H", "H", "H", "H", "H", "H", "H", "H", "H", "H", "H", "H", "H", "H", "H", "H", "H", "H"], "xyz": [[0.72, 3.65, -2.77], [-3.82, 0.31, -1.17], [2.57, -3.25, 1.04], [-0.88, -1.99, 2.55], [0.96, 3.58, -1.59], [-3.09, -0.34, -0.34], [1.82, -2.43, 0.62], [-1.44, -1.42, 1.59], [-3.71, -1.31, 0.53], [-2.88, -1.92, 1.46], [0.84, 2.38, -0.80], [0.97, -2.58, -0.57], [0.83, 2.52, 0.65], [-1.57, -0.22, -0.53], [1.67, -1.17, 1.46], [1.27, 1.33, 1.40], [-0.74, -0.24, 0.90], [-1.10, 1.03, -1.31], [1.29, -1.30, -1.48], [0.90, -0.04, 0.75], [0.43, 1.13, -1.41], [1.23, 0.04, -0.73], [1.33, 4.50, -1.24], [-4.73, -1.47, 0.55], [-3.29, -2.64, 2.20], [-0.13, -2.66, -0.37], [1.16, -3.46, -1.15], [-0.08, 2.95, 1.03], [1.55, 3.26, 0.94], [-1.37, -1.16, -1.12], [2.76, -0.80, 1.59], [1.25, -1.40, 2.44], [0.98, 1.37, 2.40], [2.43, 1.50, 1.46], [-1.01, 0.69, 1.41], [-1.43, 1.89, -0.67], [-1.57, 1.14, -2.25], [2.30, -1.61, -1.85], [0.66, -1.27, -2.29], [0.58, 1.03, -2.53], [2.33, 0.39, -0.80]]}

--- Q ---
{"formula": "C17H19NO4", "method": "wB97M-V/def2-TZVPD", "homo_energy_ev": -8.44, "smiles": "COc1ccc(C(=O)NCCOc2cccc(OC)c2)cc1", "gap_ev": 9.0, "species": ["C", "H", "O", "C", "C", "C", "C", "C", "C", "H", "H", "C", "O", "N", "H", "C", "C", "O", "C", "C", "C", "C", "C", "C", "H", "O", "C", "H", "H", "H", "H", "H", "H", "H", "H", "H", "H", "H", "H", "H", "H"], "xyz": [[3.60, -4.09, -3.47], [4.09, -4.61, -4.29], [2.22, -4.33, -3.63], [1.35, -3.79, -2.74], [1.71, -2.99, -1.66], [0.74, -2.48, -0.82], [-0.60, -2.75, -1.04], [-0.96, -3.57, -2.11], [0.00, -4.08, -2.95], [-0.26, -4.70, -3.79], [-2.00, -3.80, -2.26], [-1.70, -2.24, -0.17], [-2.76, -2.82, -0.03], [-1.42, -1.08, 0.49], [-0.61, -0.53, 0.21], [-2.41, -0.38, 1.26], [-2.83, 0.92, 0.56], [-1.73, 1.79, 0.35], [-1.23, 2.51, 1.40], [-1.78, 2.58, 2.67], [-1.17, 3.38, 3.63], [-0.02, 4.08, 3.35], [0.54, 4.01, 2.07], [-0.07, 3.22, 1.10], [0.32, 3.14, 0.10], [1.67, 4.74, 1.87], [2.27, 4.72, 0.60], [2.60, 3.71, 0.33], [1.60, 5.10, -0.17], [3.14, 5.37, 0.68], [0.46, 4.70, 4.09], [-1.60, 3.44, 4.62], [-2.68, 2.05, 2.93], [-3.63, 1.42, 1.11], [-3.18, 0.69, -0.45], [-3.27, -1.04, 1.36], [-2.00, -0.15, 2.25], [1.05, -1.88, 0.03], [2.75, -2.77, -1.45], [3.83, -3.02, -3.54], [3.97, -4.48, -2.51]]}

Computed stability ranking, most favorable first: Q, P

--- P ---
{"formula": "C21H21Cl3CsGeN4O3", "method": "wB97M-V/def2-TZVPD", "multiplicity": 2, "s_squared": 0.793, "total_charge": -2, "homo_energy_ev": [-1.55, -1.55], "gap_ev": [5.4, 4.1], "species": ["Cs", "O", "C", "C", "C", "C", "C", "C", "C", "N", "N", "C", "O", "C", "C", "C", "C", "C", "C", "H", "H", "H", "H", "H", "H", "H", "H", "H", "H", "Cl", "Ge", "Cl", "Cl", "N", "H", "H", "H", "C", "C", "C", "C", "C", "C", "N", "H", "H", "H", "H", "H", "H", "H", "H", "O", "C"], "xyz": [[-0.36, -0.38, 0.38], [-0.99, 1.72, -0.65], [-1.13, 2.50, -1.59], [-1.40, 3.92, -1.36], [-1.54, 4.78, -2.39], [-1.40, 4.36, -3.75], [-1.13, 3.06, -4.04], [-0.99, 2.07, -3.01], [-0.73, 0.75, -3.39], [-0.69, -0.25, -2.52], [-0.44, -1.41, -3.06], [-0.43, -2.47, -2.14], [-0.61, -2.43, -0.93], [-0.17, -3.80, -2.80], [0.20, -4.87, -2.00], [0.42, -6.13, -2.56], [0.26, -6.31, -3.92], [-0.12, -5.25, -4.73], [-0.33, -3.99, -4.17], [-1.49, 4.23, -0.32], [-1.74, 5.83, -2.17], [-1.51, 5.07, -4.56], [-1.03, 2.74, -5.07], [-0.56, 0.56, -4.45], [0.31, -4.73, -0.93], [0.71, -6.95, -1.92], [0.42, -7.29, -4.36], [-0.26, -5.39, -5.80], [-0.61, -3.14, -4.79], [0.10, -2.68, 3.77], [0.47, -3.50, 1.56], [-0.96, -5.34, 1.84], [2.42, -4.69, 2.00], [2.09, -0.14, 3.14], [1.59, -0.97, 3.44], [1.46, 0.72, 3.31], [2.93, -0.02, 3.71], [-0.78, 0.98, 5.44], [-0.29, 2.17, 4.66], [-0.55, 3.51, 4.88], [0.12, 4.22, 3.82], [0.72, 3.26, 3.04], [1.50, 3.43, 1.76], [0.49, 2.01, 3.55], [-1.16, 1.29, 6.42], [0.02, 0.24, 5.61], [-1.58, 0.44, 4.92], [-1.13, 3.93, 5.70], [0.15, 5.29, 3.66], [1.87, 4.46, 1.66], [0.88, 3.21, 0.88], [2.36, 2.75, 1.71], [2.01, -1.14, 0.98], [2.60, -0.23, 1.49]]}

--- Q ---
{"formula": "C21H21Cl3CsGeN4O3", "method": "wB97M-V/def2-TZVPD", "multiplicity": 2, "s_squared": 0.761, "total_charge": -2, "homo_energy_ev": [-1.63, -1.63], "gap_ev": [5.4, 4.2], "species": ["Cs", "O", "C", "C", "C", "C", "C", "C", "C", "N", "N", "C", "O", "C", "C", "C", "C", "C", "C", "H", "H", "H", "H", "H", "H", "H", "H", "H", "H", "Cl", "Ge", "Cl", "Cl", "N", "H", "H", "H", "C", "C", "C", "C", "C", "C", "N", "H", "H", "H", "H", "H", "H", "H", "H", "O", "C"], "xyz": [[-0.50, 0.54, 1.33], [-3.17, 1.31, 0.66], [-4.10, 1.04, -0.17], [-5.25, 1.87, -0.28], [-6.30, 1.59, -1.12], [-6.28, 0.46, -1.93], [-5.18, -0.38, -1.85], [-4.08, -0.14, -1.01], [-3.02, -1.14, -1.10], [-1.84, -1.13, -0.60], [-1.09, -2.23, -1.04], [0.01, -2.46, -0.36], [0.45, -1.98, 0.72], [0.89, -3.53, -1.00], [2.11, -3.84, -0.40], [2.94, -4.81, -0.95], [2.57, -5.48, -2.11], [1.35, -5.18, -2.71], [0.52, -4.21, -2.16], [-5.27, 2.76, 0.35], [-7.15, 2.27, -1.15], [-7.10, 0.23, -2.61], [-5.15, -1.27, -2.47], [-3.29, -2.01, -1.71], [2.38, -3.31, 0.50], [3.89, -5.04, -0.48], [3.22, -6.24, -2.54], [1.05, -5.69, -3.61], [-0.42, -3.95, -2.62], [-0.92, 3.89, 1.08], [-2.75, 3.11, 2.43], [-3.91, 5.03, 1.99], [-1.53, 4.05, 4.40], [1.83, 3.55, -1.64], [1.76, 4.34, -1.02], [2.26, 2.82, -1.08], [0.87, 3.23, -1.77], [3.46, -0.17, -0.76], [3.67, 0.66, 0.45], [4.80, 0.63, 1.35], [4.50, 1.53, 2.34], [3.21, 2.08, 2.00], [2.41, 3.06, 2.78], [2.75, 1.55, 0.86], [4.26, -0.89, -0.91], [3.38, 0.47, -1.65], [2.51, -0.71, -0.67], [5.67, 0.00, 1.25], [5.09, 1.78, 3.21], [3.05, 3.74, 3.34], [1.78, 2.54, 3.51], [1.74, 3.61, 2.13], [-1.51, 0.76, 4.19], [-0.58, 1.24, 4.61]]}

Computed stability ranking, most favorable first: Q, P